1.
{
  "formula": "C29H42Br2N3OPmSi",
  "method": "ωB97M-V with the def2-TZVPD basis set",
  "s_squared": 6.0063,
  "total_charge": 2,
  "gap_ev": [6.813, 7.920],
  "molar_mass_g_mol": 781.569,
  "multiplicity": 5,
  "elements": ["Pm", "O", "C", "C", "C", "N", "C", "Br", "C", "H", "H", "H", "H", "C", "N", "C", "C", "C", "C", "C", "N", "C", "C", "C", "C", "C", "C", "H", "H", "H", "H", "H", "H", "H", "H", "H", "H", "H", "C", "C", "C", "C", "Si", "Br", "C", "C", "C", "C", "C", "C", "C", "C", "H", "H", "H", "H", "H", "H", "H", "H", "H", "H", "H", "H", "H", "H", "H", "H", "H", "H", "H", "H", "H", "H", "H", "H", "H", "H", "H"],
  "xyz": [[-0.75279, -2.55790, -1.08267], [-6.97819, -3.24622, -3.11195], [-5.75261, -2.91693, -2.73249], [-5.38522, -1.63387, -2.30787], [-4.08225, -1.41060, -1.93818], [-3.13813, -2.37386, -1.96927], [-3.52973, -3.57521, -2.37984], [-2.13629, -4.88847, -2.42450], [-4.79034, -3.93507, -2.77094], [-7.58920, -2.49739, -3.06504], [-6.10625, -0.82898, -2.26852], [-3.75675, -0.43453, -1.60155], [-5.04676, -4.93278, -3.09347], [2.57844, -3.56131, -0.81490], [1.27430, -3.32846, -0.18401], [1.16449, -3.41523, 1.11092], [-0.07323, -3.27726, 1.78325], [-0.34976, -3.42067, 3.13723], [-1.73691, -3.28732, 3.27797], [-2.24794, -3.07577, 2.00854], [-1.26084, -3.06411, 1.07503], [3.06303, -2.37105, -1.60203], [2.28525, -1.80127, -2.60812], [2.75044, -0.75142, -3.38428], [4.02959, -0.25643, -3.16178], [4.81248, -0.80591, -2.16028], [4.33027, -1.85013, -1.38139], [2.47868, -4.41852, -1.48840], [3.31430, -3.84339, -0.05835], [2.04625, -3.62983, 1.71691], [0.37231, -3.60651, 3.91651], [-2.30689, -3.35286, 4.18925], [-3.27951, -2.93164, 1.72332], [1.30214, -2.20638, -2.87220], [2.13088, -0.33950, -4.16972], [4.41473, 0.54434, -3.77814], [5.81110, -0.42811, -1.98606], [4.95682, -2.27520, -0.60707], [2.89067, 3.09656, 1.15569], [2.16624, 2.04519, 0.28222], [2.40220, 2.41755, -1.18939], [2.83989, 0.68771, 0.53740], [0.32035, 2.08250, 0.73358], [-0.47094, 0.07462, -0.50047], [-0.17942, 1.47961, 2.47747], [-1.67371, 1.15671, 2.63815], [0.59548, 0.22495, 2.90815], [0.15829, 2.61841, 3.46806], [-0.78105, 3.36863, -0.13741], [-0.64145, 3.39480, -1.67002], [-2.27572, 3.20176, 0.17194], [-0.33740, 4.74618, 0.40871], [3.94462, 3.11021, 0.86547], [2.85900, 2.85872, 2.21768], [2.50992, 4.10769, 1.01729], [3.45726, 2.24741, -1.41684], [2.20273, 3.47003, -1.38182], [1.81950, 1.81496, -1.88853], [3.83867, 0.72490, 0.09709], [2.31825, -0.14884, 0.06944], [2.96617, 0.47152, 1.59504], [-2.02200, 0.39531, 1.93834], [-2.31746, 2.02584, 2.55258], [-1.81612, 0.75820, 3.64562], [0.48252, -0.60875, 2.21380], [0.19568, -0.10100, 3.87162], [1.65648, 0.41649, 3.05543], [-0.39392, 3.53498, 3.25858], [1.21958, 2.85742, 3.50190], [-0.12933, 2.29833, 4.47302], [-0.81256, 2.42199, -2.13374], [0.31828, 3.76888, -2.01152], [-1.40160, 4.07657, -2.05758], [-2.66163, 2.21788, -0.10285], [-2.82187, 3.94555, -0.41221], [-2.51732, 3.38689, 1.21523], [0.70143, 4.97723, 0.17457], [-0.47781, 4.84165, 1.48561], [-0.94783, 5.52055, -0.06323]],
  "mulliken_spin": [4.039, 0.000, 0.000, 0.000, -0.002, -0.001, 0.001, -0.002, -0.001, 0.000, 0.000, 0.000, 0.000, -0.002, -0.011, 0.000, -0.001, -0.001, -0.004, 0.001, -0.007, 0.000, 0.004, 0.002, 0.000, 0.000, 0.000, 0.000, 0.000, 0.000, 0.000, 0.000, 0.000, 0.000, 0.000, 0.000, 0.000, 0.000, 0.000, -0.001, 0.000, 0.000, 0.000, -0.012, -0.001, 0.000, 0.000, 0.000, 0.000, 0.000, 0.000, 0.000, 0.000, 0.000, 0.000, 0.000, 0.000, 0.000, 0.000, 0.000, 0.000, 0.000, 0.000, 0.000, 0.001, 0.000, 0.000, 0.000, 0.000, 0.000, 0.000, 0.000, 0.000, 0.000, 0.000, 0.000, 0.000, 0.000, 0.000]
}



2.
{
  "formula": "C13H32ClInO2P2Si",
  "method": "ωB97M-V with the def2-TZVPD basis set",
  "e_above_lowest_kcal_mol": 51.00,
  "total_charge": 2,
  "gap_ev": [5.673, 7.120],
  "molar_mass_g_mol": 460.702,
  "elements": ["C", "C", "H", "H", "H", "O", "Cl", "In", "P", "C", "C", "H", "H", "H", "H", "H", "H", "C", "H", "H", "H", "P", "C", "C", "H", "H", "H", "C", "H", "H", "H", "H", "H", "H", "C", "O", "C", "Si", "C", "C", "C", "H", "H", "H", "H", "H", "H", "H", "H", "H", "H", "H"],
  "xyz": [[0.11447, -0.14714, -3.95392], [0.78660, -0.21832, -2.63428], [0.82601, 0.05939, -4.78275], [-0.64932, 0.63743, -3.91021], [-0.42896, -1.09264, -4.14523], [1.94976, -0.30828, -2.37524], [-3.17398, -0.06669, -1.46234], [-0.90631, -0.02220, -0.69619], [-0.26882, 2.54356, -0.64950], [1.12327, 3.28112, 0.27153], [-0.11414, 3.25766, -2.32092], [0.05485, 4.34194, -2.24662], [-1.69327, 4.45359, -0.21408], [-1.03255, 3.06988, -2.89413], [-2.64118, 2.94223, -0.42627], [2.06079, 2.79632, -0.02599], [0.73302, 2.80739, -2.85386], [-1.74846, 3.38558, 0.03374], [1.18495, 4.35280, 0.04026], [-1.82628, 3.26554, 1.11996], [0.99343, 3.15386, 1.35272], [0.00582, -2.47336, -0.35382], [1.42811, -2.98637, 0.66534], [-1.41295, -3.37570, 0.37123], [-0.45001, -3.03197, -2.65664], [0.21455, -4.43051, -1.76042], [1.29848, -3.11590, -2.31543], [0.30040, -3.34603, -1.92433], [-2.32825, -3.05129, -0.14060], [-1.25848, -4.45144, 0.21265], [1.54364, -4.07895, 0.61341], [1.29843, -2.69713, 1.71362], [-1.52937, -3.17426, 1.44345], [2.34301, -2.51625, 0.28478], [1.53494, 0.14993, 0.36992], [2.63300, 0.19035, 0.68425], [-0.06486, -1.26494, 3.39686], [-1.20912, 0.16713, 2.98760], [-2.58948, 0.16121, 4.27087], [-0.22858, 1.75309, 3.21860], [-2.00205, 0.03185, 1.30738], [-0.03779, -1.35383, 4.49527], [0.95870, -1.07104, 3.05112], [-0.42071, -2.22120, 2.98871], [-2.17008, 0.24541, 5.27958], [-3.26980, 1.00392, 4.10015], [-3.16491, -0.76984, 4.20504], [0.80970, 1.63804, 2.88288], [-0.68602, 2.61342, 2.71097], [-0.21177, 1.96565, 4.30006], [-2.62508, -0.87922, 1.23899], [-2.71474, 0.86241, 1.15752]],
  "lowdin_charge": [-0.018, -0.343, 0.130, 0.082, 0.111, 0.133, 0.131, 0.207, 0.809, -0.210, -0.224, 0.077, 0.077, 0.067, 0.050, 0.053, 0.056, -0.221, 0.083, 0.040, 0.034, 0.812, -0.206, -0.222, 0.053, 0.079, 0.067, -0.221, 0.054, 0.075, 0.088, 0.030, 0.045, 0.058, -0.082, 0.160, -0.165, 0.433, -0.138, -0.164, -0.278, 0.063, 0.025, 0.017, 0.060, 0.049, 0.050, 0.025, 0.015, 0.062, 0.018, 0.014]
}



3.
{
  "formula": "C38H76ClO8P",
  "method": "ωB97M-V with the def2-TZVPD basis set",
  "gap_ev": 9.441,
  "smiles": "C=CCP[C@@H](Cl)CC.C1CCOC1.C1CCOC1.C1CCOC1.C1CCOC1.C1CCOC1.C1CCOC1.C1CCOC1.C1CCOC1",
  "molar_mass_g_mol": 727.445,
  "elements": ["C", "C", "C", "P", "C", "Cl", "C", "C", "H", "H", "H", "H", "H", "H", "H", "H", "H", "H", "H", "H", "C", "C", "C", "O", "C", "H", "H", "H", "H", "H", "H", "H", "H", "C", "C", "C", "O", "C", "H", "H", "H", "H", "H", "H", "H", "H", "C", "C", "C", "O", "C", "H", "H", "H", "H", "H", "H", "H", "H", "C", "C", "C", "O", "C", "H", "H", "H", "H", "H", "H", "H", "H", "C", "C", "C", "O", "C", "H", "H", "H", "H", "H", "H", "H", "H", "C", "C", "C", "O", "C", "H", "H", "H", "H", "H", "H", "H", "H", "C", "C", "C", "O", "C", "H", "H", "H", "H", "H", "H", "H", "H", "C", "C", "C", "O", "C", "H", "H", "H", "H", "H", "H", "H", "H"],
  "xyz": [[-4.52049, -0.59545, 3.90189], [-5.38742, -1.54450, 3.60080], [-5.11928, -2.69104, 2.67466], [-4.72805, -4.26432, 3.61383], [-3.23515, -3.72922, 4.58073], [-2.96667, -4.99084, 5.85673], [-1.93484, -3.52964, 3.79553], [-1.03713, -2.41008, 4.34649], [-3.55380, -0.52298, 3.41312], [-4.76431, 0.17192, 4.62445], [-6.37751, -1.51141, 4.04666], [-4.34094, -2.43611, 1.95413], [-6.02863, -2.93410, 2.12168], [-3.97867, -4.90066, 2.59540], [-3.49691, -2.82564, 5.12617], [-2.17099, -3.34287, 2.74634], [-1.39550, -4.47517, 3.83081], [0.00426, -2.72816, 4.37015], [-1.08357, -1.53265, 3.70204], [-1.33023, -2.10242, 5.35123], [-3.18036, 2.11615, -0.24442], [-2.20644, 0.95272, -0.07674], [-2.09627, 0.86057, 1.43719], [-3.36584, 1.27319, 1.95524], [-4.14004, 1.87292, 0.91376], [-3.67002, 2.12670, -1.21652], [-2.65564, 3.06467, -0.12337], [-2.63976, 0.03796, -0.49013], [-1.24710, 1.12636, -0.56104], [-1.31657, 1.52009, 1.82443], [-1.88887, -0.15415, 1.79140], [-4.94551, 1.18735, 0.62553], [-4.59120, 2.78784, 1.30086], [-0.54148, -7.03906, 7.49530], [-0.62617, -7.95500, 8.71502], [0.47173, -8.96736, 8.41251], [1.47062, -8.26439, 7.67346], [0.96180, -6.99798, 7.25349], [-0.96542, -6.05033, 7.65827], [-1.05236, -7.49310, 6.64398], [-0.39003, -7.39705, 9.62360], [-1.60213, -8.42089, 8.84435], [0.08800, -9.79296, 7.80309], [0.93147, -9.38658, 9.30857], [1.43423, -6.20705, 7.84672], [1.22568, -6.84585, 6.20586], [1.29547, 2.95160, 5.39681], [0.66632, 1.65556, 5.90666], [-0.27775, 1.30733, 4.76366], [0.34659, 1.79232, 3.57283], [1.43119, 2.65829, 3.90808], [2.24963, 3.18970, 5.86469], [0.61499, 3.78991, 5.55911], [1.42998, 0.88325, 6.02090], [0.14730, 1.76663, 6.85770], [-1.24869, 1.79916, 4.88694], [-0.44855, 0.23879, 4.64554], [2.37725, 2.14880, 3.69373], [1.37170, 3.55132, 3.28434], [0.03150, 2.15283, -4.49372], [1.02774, 2.21260, -3.33704], [0.27304, 3.05933, -2.32301], [-1.11105, 2.77384, -2.52060], [-1.29023, 2.05604, -3.74538], [0.18750, 1.31642, -5.17157], [0.07203, 3.07770, -5.07621], [1.20422, 1.21112, -2.94095], [1.99099, 2.64305, -3.60915], [0.44698, 4.12981, -2.48295], [0.53248, 2.82349, -1.28738], [-1.53246, 1.01202, -3.51447], [-2.13190, 2.49227, -4.28639], [3.63522, -2.36783, -0.91002], [2.64793, -1.53032, -0.09889], [2.65963, -0.21601, -0.86786], [2.91356, -0.55019, -2.23403], [3.32209, -1.91576, -2.33078], [3.51284, -3.44152, -0.77517], [4.66137, -2.10416, -0.64507], [1.65337, -1.98019, -0.13255], [2.93083, -1.40589, 0.94538], [3.45997, 0.44267, -0.51420], [1.71381, 0.32488, -0.79980], [2.50671, -2.50560, -2.76369], [4.18184, -1.97396, -2.99961], [-3.34557, 5.09056, -6.02602], [-2.79564, 6.28537, -5.24860], [-1.30148, 5.98933, -5.25921], [-1.03744, 5.29451, -6.47885], [-2.26615, 4.89073, -7.08270], [-4.32977, 5.26428, -6.45896], [-3.40684, 4.21589, -5.37501], [-3.00509, 7.21479, -5.78235], [-3.19709, 6.37076, -4.23996], [-1.02961, 5.34290, -4.41602], [-0.68201, 6.88619, -5.22096], [-2.45665, 5.51392, -7.96340], [-2.16943, 3.85371, -7.40860], [5.48678, 2.55404, -1.23751], [6.79125, 3.22870, -1.65709], [7.34844, 3.67706, -0.31137], [6.90249, 2.71590, 0.64598], [5.89872, 1.88384, 0.06785], [5.09934, 1.84782, -1.97158], [4.71694, 3.30604, -1.04935], [7.45922, 2.50124, -2.12295], [6.65199, 4.05725, -2.34998], [6.96261, 4.66435, -0.03513], [8.43817, 3.71429, -0.28594], [6.31879, 0.88807, -0.11612], [5.07370, 1.78546, 0.77573], [0.79893, -1.91328, -8.26244], [0.12437, -0.90667, -9.19322], [-0.92194, -0.29289, -8.27112], [-0.36247, -0.32652, -6.95810], [0.80381, -1.15098, -6.94342], [1.79911, -2.20242, -8.58195], [0.19120, -2.81650, -8.17820], [0.84203, -0.14813, -9.51195], [-0.31420, -1.35752, -10.08228], [-1.84902, -0.87609, -8.28117], [-1.16221, 0.74142, -8.52154], [1.69229, -0.51568, -6.85761], [0.76050, -1.80045, -6.06805]],
  "lowdin_charge": [-0.003, -0.263, -0.428, 0.886, -0.925, 0.535, -0.335, -0.104, 0.045, 0.066, 0.096, 0.070, 0.063, -0.051, 0.042, 0.085, 0.085, 0.074, 0.038, 0.077, -0.167, -0.161, -0.196, -0.174, -0.195, 0.111, 0.114, 0.117, 0.094, 0.106, 0.104, 0.117, 0.117, -0.195, -0.169, -0.210, -0.143, -0.207, 0.077, 0.106, 0.113, 0.111, 0.116, 0.115, 0.116, 0.115, -0.167, -0.163, -0.198, -0.160, -0.203, 0.111, 0.114, 0.114, 0.112, 0.125, 0.087, 0.116, 0.117, -0.144, -0.152, -0.204, -0.169, -0.188, 0.095, 0.107, 0.091, 0.116, 0.112, 0.109, 0.120, 0.104, -0.165, -0.159, -0.199, -0.155, -0.202, 0.111, 0.112, 0.114, 0.113, 0.099, 0.107, 0.116, 0.116, -0.166, -0.163, -0.201, -0.148, -0.204, 0.111, 0.099, 0.113, 0.112, 0.105, 0.118, 0.116, 0.112, -0.175, -0.168, -0.207, -0.139, -0.220, 0.107, 0.115, 0.114, 0.111, 0.116, 0.116, 0.117, 0.108, -0.169, -0.169, -0.203, -0.161, -0.208, 0.111, 0.113, 0.114, 0.111, 0.117, 0.114, 0.118, 0.116]
}



4.
{
  "formula": "C27H28N6O2PtSbSe2",
  "method": "ωB97M-V with the def2-TZVPD basis set",
  "e_above_lowest_kcal_mol": 30.83,
  "total_charge": 1,
  "gap_ev": [4.992, 5.062],
  "molar_mass_g_mol": 943.319,
  "elements": ["Pt", "C", "C", "C", "C", "C", "C", "N", "Sb", "C", "C", "C", "C", "C", "C", "N", "C", "C", "C", "C", "C", "C", "N", "H", "H", "H", "H", "H", "H", "H", "H", "H", "H", "H", "H", "H", "H", "H", "H", "H", "H", "O", "C", "C", "C", "O", "C", "Se", "C", "Se", "H", "H", "H", "H", "H", "H", "H", "H", "H", "H", "N", "C", "C", "C", "N", "C", "N"],
  "xyz": [[-0.31941, -0.73543, 0.36021], [-2.72716, -3.25702, -0.18158], [-1.38688, -3.43339, -0.82299], [-1.21529, -4.33521, -1.86594], [0.05415, -4.63005, -2.32196], [1.14776, -4.09682, -1.65362], [0.92990, -3.17495, -0.65066], [-0.31820, -2.79622, -0.30250], [2.58664, -2.54459, 0.58860], [1.38755, -1.82601, 2.28331], [2.01211, -2.07107, 3.49312], [1.35207, -1.79256, 4.68144], [0.06187, -1.31768, 4.62872], [-0.54289, -1.07913, 3.39981], [-1.95636, -0.60284, 3.35037], [0.13404, -1.31155, 2.26169], [3.21437, -0.84315, -0.56287], [4.20384, -1.20002, -1.46694], [4.69684, -0.22517, -2.32393], [4.20747, 1.05537, -2.20312], [3.23412, 1.34183, -1.24274], [2.72729, 2.74575, -1.10634], [2.72784, 0.39221, -0.44122], [-3.53261, -3.30850, -0.91252], [-2.79633, -2.33028, 0.37406], [-2.87225, -4.07668, 0.52729], [-2.08518, -4.80444, -2.30457], [0.19892, -5.29266, -3.16429], [2.15475, -4.37393, -1.93516], [3.00817, -2.49290, 3.50886], [1.83722, -1.96953, 5.63216], [-0.50019, -1.12144, 5.53137], [-2.58091, -1.23627, 3.98051], [-2.34337, -0.61498, 2.33399], [-2.01542, 0.41135, 3.74300], [4.58138, -2.21513, -1.51187], [5.45029, -0.46652, -3.06211], [4.55837, 1.84745, -2.84932], [3.40303, 3.44380, -1.59569], [2.62653, 3.01823, -0.05770], [1.74194, 2.85007, -1.56444], [-0.73029, 4.42258, -0.43388], [-1.81219, 3.57110, -0.72822], [-2.47528, 2.99294, 0.53687], [-3.36284, 4.07599, 1.18646], [-2.65744, 5.29018, 1.39819], [-1.46816, 2.48762, 1.56413], [0.13167, 1.60391, 0.86655], [-3.43454, 1.86906, 0.16076], [-2.72646, 0.21054, -0.59110], [-1.08584, 5.19579, 0.02228], [-1.41439, 2.76059, -1.34024], [-2.57891, 4.08578, -1.32161], [-3.78894, 3.69892, 2.12178], [-4.19301, 4.30528, 0.51310], [-2.44573, 5.39834, 2.32882], [-1.97425, 1.85322, 2.28571], [-1.03659, 3.33065, 2.10743], [-4.10678, 2.19293, -0.63860], [-4.01954, 1.55288, 1.02606], [-0.26785, -0.25403, -1.58929], [0.38608, -0.29356, -2.55721], [1.14251, -0.32772, -3.69372], [1.35051, -1.59413, -4.30209], [1.53427, -2.64263, -4.74348], [1.74384, 0.86046, -4.18410], [2.24416, 1.82345, -4.56903]],
  "nbo_charge": [0.851, -0.659, 0.253, -0.238, -0.094, -0.261, -0.082, -0.570, 1.106, -0.087, -0.254, -0.115, -0.227, 0.274, -0.662, -0.489, -0.094, -0.288, -0.147, -0.219, 0.240, -0.650, -0.502, 0.241, 0.229, 0.246, 0.239, 0.248, 0.244, 0.241, 0.242, 0.239, 0.249, 0.233, 0.241, 0.222, 0.235, 0.243, 0.230, 0.230, 0.247, -0.720, -0.070, -0.148, -0.054, -0.731, -0.592, 0.139, -0.594, 0.383, 0.492, 0.197, 0.176, 0.174, 0.188, 0.486, 0.209, 0.245, 0.256, 0.228, -0.576, 0.549, -0.557, 0.307, -0.347, 0.298, -0.323]
}



Q: Which formula does entry 2 have?
A: C13H32ClInO2P2Si



Q: What is the formula in the first record?
A: C29H42Br2N3OPmSi